1.
Density functional theory data (wB97M-V/def2-TZVPD) for a structure of composition C9H15AuBF4N3OS at a distorted geometry.

Its largest force on an atom is 3.44 eV Å⁻¹. As for the frontier orbital gap (alpha / beta): 0.287 / 0.268 Ha. The calculation puts the HOMO energy (alpha / beta) at -5.002 / -5.001 eV. The total energy comes out at -42172.535 eV.

The geometry in ORCA input format:
```
! wB97M-V def2-TZVPD RIJCOSX def2/J DEFGRID3
* xyz -1 2
Au 0.227 2.477 -2.704
O -1.415 0.341 -2.352
N -0.637 -0.658 -2.383
C -0.938 -1.772 -1.675
C -0.255 -2.908 -1.873
C 0.908 -2.974 -2.701
C 1.256 -1.804 -3.295
C 0.494 -0.642 -3.167
S 1.053 0.777 -3.950
H -1.859 -1.623 -1.083
H -0.523 -3.885 -1.567
H 1.332 -3.901 -2.866
H 2.131 -1.679 -3.956
N 1.494 -0.646 0.430
C -2.224 -0.865 2.104
C -1.427 -0.913 3.356
N 0.024 -0.826 3.190
C 0.568 0.416 2.532
C 1.729 0.121 1.652
H 0.906 -0.122 -0.246
H 2.315 -0.782 -0.099
H -3.066 -1.585 1.921
H -2.345 0.006 1.507
H -1.626 -1.900 3.836
H -1.808 -0.190 4.113
H 0.273 -1.544 2.546
H 0.910 1.181 3.261
H -0.167 0.812 1.897
H 2.448 -0.370 2.267
H 2.134 1.138 1.403
F -1.159 6.015 -0.556
B -0.338 4.886 -0.359
F -0.649 4.220 0.806
F -0.745 3.982 -1.499
F 0.978 5.217 -0.492
*
```

2.
Density functional theory data (wB97M-V/def2-TZVPD) for a cluster of 2 separate species, C3H9N3O2 in total at a distorted geometry.

Its largest force on an atom is 4.58 eV Å⁻¹. As for the frontier orbital gap: 0.350 Ha. The calculation puts the HOMO energy at -8.960 eV. The total energy comes out at -11822.743 eV. Its SMILES is [H]/N=C(\C)N.NC(=O)O.

The geometry in ORCA input format:
```
! wB97M-V def2-TZVPD RIJCOSX def2/J DEFGRID3
* xyz 0 1
H 1.795 -1.421 -0.496
N 1.748 -0.674 0.204
C 1.123 0.374 -0.271
C 0.698 0.450 -1.715
N 1.223 1.550 0.433
H 1.530 0.808 -2.328
H 0.398 -0.538 -2.075
H -0.143 1.140 -1.820
H 1.413 1.369 1.413
H 0.451 2.192 0.304
N -1.292 -0.344 1.843
C -1.224 -0.964 0.642
O -0.736 -2.090 0.445
O -2.160 -0.467 -0.187
H -0.803 -0.768 2.617
H -1.905 0.448 1.948
H -2.118 -1.066 -0.958
*
```

Energy above the lowest of the compared OMol25 structures with the same formula, charge and spin, respectively: 29.0, 127.0 kJ/mol.